{"formula": "C22H38AgF6O26PS5", "method": "ωB97M-V/def2-TZVPD", "species": ["Ag", "P", "F", "F", "F", "F", "F", "F", "O", "C", "O", "C", "C", "C", "H", "H", "H", "H", "H", "H", "O", "C", "O", "C", "C", "C", "H", "H", "H", "H", "H", "H", "O", "C", "O", "C", "C", "C", "H", "H", "H", "H", "H", "H", "C", "C", "O", "S", "O", "O", "O", "H", "H", "H", "H", "C", "C", "O", "S", "O", "O", "O", "H", "H", "H", "H", "C", "C", "O", "S", "O", "O", "O", "H", "H", "H", "H", "C", "C", "O", "S", "O", "O", "O", "H", "H", "H", "H", "C", "C", "O", "S", "O", "O", "O", "H", "H", "H", "H"], "positions_angstrom": [[1.690, 2.241, -2.065], [0.137, -0.116, -0.749], [0.609, 0.213, -2.327], [0.551, 1.378, -0.283], [-1.313, 0.486, -1.052], [-0.184, -0.585, 0.765], [-0.252, -1.593, -1.217], [1.668, -0.657, -0.506], [-5.518, 3.788, -0.592], [-4.361, 3.743, -0.313], [-3.895, 3.208, 0.832], [-2.472, 3.190, 0.919], [-1.969, 3.755, -0.398], [-3.195, 4.022, -1.266], [-2.068, 2.177, 0.921], [-2.169, 3.684, 1.840], [-1.100, 3.210, -0.787], [-1.336, 4.659, -0.379], [-3.232, 3.326, -2.103], [-3.198, 5.033, -1.663], [4.120, -4.390, -4.986], [3.309, -3.554, -4.729], [3.409, -2.755, -3.660], [2.370, -1.765, -3.549], [1.267, -2.209, -4.553], [1.928, -3.334, -5.362], [2.684, -0.751, -3.767], [1.920, -2.001, -2.593], [0.950, -1.463, -5.281], [0.367, -2.590, -4.075], [2.141, -3.040, -6.390], [1.386, -4.275, -5.352], [1.394, 4.215, -0.628], [1.754, 4.561, 0.483], [1.908, 3.667, 1.466], [2.289, 4.340, 2.691], [2.654, 5.781, 2.317], [2.092, 5.961, 0.885], [3.114, 3.766, 3.098], [1.491, 4.390, 3.428], [3.733, 5.871, 2.203], [2.164, 6.482, 2.983], [2.836, 6.337, 0.189], [1.196, 6.578, 0.902], [-1.157, 0.775, 3.374], [-2.103, 0.985, 4.580], [-1.357, 1.691, 5.543], [-0.377, 2.745, 4.770], [0.710, 3.085, 5.622], [-1.170, 3.801, 4.212], [-0.058, 1.635, 3.629], [-1.584, 0.893, 2.383], [-0.822, -0.266, 3.347], [-2.547, 0.059, 4.922], [-2.879, 1.669, 4.219], [3.896, -0.134, 1.369], [3.605, -0.537, 2.809], [4.053, 0.599, 3.564], [5.328, 1.299, 2.855], [6.571, 0.973, 3.469], [4.994, 2.663, 2.630], [5.183, 0.461, 1.458], [3.165, 0.599, 1.023], [3.879, -0.980, 0.690], [4.190, -1.391, 3.154], [2.554, -0.675, 3.049], [-2.380, -0.929, -3.995], [-3.633, -1.319, -3.223], [-4.561, -1.739, -4.215], [-3.849, -2.194, -5.582], [-4.232, -1.322, -6.647], [-3.935, -3.609, -5.776], [-2.337, -1.867, -5.066], [-1.468, -1.130, -3.432], [-2.318, 0.137, -4.228], [-4.046, -0.478, -2.671], [-3.390, -2.118, -2.521], [1.766, -4.826, -0.900], [2.240, -3.944, 0.255], [2.180, -4.751, 1.431], [1.047, -5.879, 1.205], [-0.229, -5.240, 1.253], [1.346, -7.023, 1.983], [1.444, -6.101, -0.325], [2.444, -4.987, -1.735], [0.830, -4.446, -1.320], [1.598, -3.063, 0.326], [3.263, -3.584, 0.157], [-3.135, -3.376, 1.297], [-2.347, -2.318, 2.085], [-2.787, -1.180, 1.372], [-4.387, -1.156, 1.371], [-4.787, -0.502, 0.177], [-4.888, -0.804, 2.658], [-4.449, -2.759, 1.129], [-3.179, -4.408, 1.628], [-2.766, -3.391, 0.268], [-1.277, -2.440, 1.966], [-2.722, -2.192, 3.106]], "forces_ev_per_a": [[0.30, 0.98, 0.04], [0.08, -1.90, 0.81], [-0.26, 0.37, 0.23], [0.43, -0.19, 0.54], [0.07, -0.68, 0.01], [-0.23, 1.05, -0.23], [-0.51, -0.10, -0.68], [-0.03, 0.76, -0.19], [-0.25, 0.39, 0.36], [0.39, -0.86, -1.21], [-0.18, -0.02, 0.57], [0.49, -0.15, -0.49], [2.07, 1.76, -0.62], [0.67, -0.43, 0.41], [-0.66, -0.28, 0.40], [0.03, 0.22, -0.11], [-0.99, -1.14, -0.43], [-0.90, 0.55, 1.00], [-0.41, 0.00, 0.01], [-0.27, 0.01, 0.04], [0.20, 0.18, -0.18], [-1.37, -0.75, 0.09], [0.97, 1.22, 0.46], [-1.63, -1.95, -0.60], [0.23, -0.48, -1.04], [0.89, 0.23, -0.16], [0.47, -0.04, 0.49], [0.41, 1.12, 0.50], [0.02, 0.39, 0.40], [0.08, 0.15, 0.26], [-0.33, -0.15, -0.10], [0.05, -0.03, -0.12], [0.24, -0.30, -0.51], [-0.23, -0.85, -0.15], [-0.33, 0.86, -0.31], [0.35, 0.37, 0.48], [0.10, -0.27, -1.17], [0.03, -0.43, 1.04], [0.01, 0.09, 0.05], [-0.37, -0.53, -0.35], [0.01, 0.34, 0.72], [0.58, 0.15, 0.24], [-0.20, 0.24, -0.12], [-0.02, 0.00, -0.40], [-0.21, -1.35, 0.58], [-0.93, 1.06, -2.00], [0.98, 0.75, 0.77], [-1.89, -1.36, 0.28], [-0.17, -0.74, -0.85], [0.50, -0.50, -0.07], [1.42, 1.35, -0.01], [-0.20, 0.70, 0.19], [0.60, 0.23, 0.28], [0.23, 0.09, 0.55], [-0.34, -0.32, 0.30], [-0.81, -0.15, 0.55], [0.09, -0.04, 0.13], [0.85, 0.75, 0.03], [-0.46, -0.90, -0.50], [-0.78, -0.10, -0.32], [0.01, 0.03, -0.01], [0.77, 0.49, 0.59], [0.02, 0.05, 0.04], [0.44, 0.05, -0.07], [-0.08, -0.15, -0.29], [-0.01, 0.03, -0.15], [0.80, -0.19, 1.02], [0.67, 0.44, 0.42], [-0.22, -0.27, -0.67], [0.48, -0.43, -0.06], [0.16, -0.19, 0.74], [0.04, 0.93, 0.34], [-0.79, 0.26, -0.85], [-0.18, -0.06, 0.23], [-0.42, -0.17, -0.85], [-0.20, -0.07, -0.06], [-0.31, -0.21, -0.13], [-1.02, -0.14, -0.70], [0.30, 0.72, -0.16], [-0.44, -0.40, 0.37], [0.71, 0.64, -0.48], [-0.03, -0.12, 0.14], [-0.10, 0.36, -0.33], [0.06, -0.59, 0.48], [0.34, -0.08, 0.34], [0.14, 0.21, 0.05], [-0.09, -0.14, 0.26], [0.07, -0.29, -0.03], [0.13, 0.58, -0.87], [-0.92, -1.15, -0.31], [0.07, 2.04, -0.02], [0.99, -1.49, -0.89], [-0.19, 0.09, 0.48], [0.10, -0.14, -0.43], [-0.75, 0.20, 0.86], [-0.39, 0.22, 0.56], [0.47, -0.12, 0.21], [0.01, 0.16, 0.19], [0.51, -0.48, 0.15]], "mulliken_charge": [0.427, 2.253, -0.540, -0.428, -0.312, -0.572, -0.324, -0.273, -0.577, 0.444, -0.397, 1.215, 0.475, -0.455, -1.137, 0.145, -0.538, 0.178, 0.208, 0.331, -0.580, 0.446, -0.403, 0.546, -0.102, -0.486, 0.074, -0.394, 0.305, -0.005, 0.278, 0.278, -0.593, 0.304, -0.039, 0.237, -0.738, -0.538, 0.216, -0.149, 0.285, 0.369, 0.308, 0.290, 1.013, -0.465, -0.474, 0.967, -0.541, -0.581, 0.072, -0.585, 0.043, 0.366, 0.370, 0.381, -0.234, -0.323, 1.041, -0.561, -0.548, -0.389, -0.195, 0.199, 0.370, 0.150, 0.592, -0.130, -0.362, 1.037, -0.545, -0.542, -0.292, -0.568, 0.196, 0.303, 0.208, -0.075, 0.448, -0.393, 1.028, -0.410, -0.584, -0.399, 0.249, 0.178, -0.424, 0.316, -0.240, -0.479, -0.157, 1.321, -0.507, -0.597, -0.376, 0.416, 0.165, 0.265, 0.246], "multiplicity": 1, "e_tot_ha": -5895.8768, "fmax_ha_per_bohr": 0.054, "homo_ev": -10.380}